# 1
12
Properties=species:S:1:pos:R:3:nbo_charge:R:1 method="wB97M-V/def2-TZVPD" charge=+1 e_homo_ev=-15.21 smiles="C=C(C)[NH3+]"
C -0.318 -0.006 -1.388 -0.674
C -0.092 0.211 0.067 0.137
C -0.383 1.235 0.841 -0.347
N 0.585 -0.956 0.753 -0.702
H -0.734 -1.002 -1.552 0.232
H -1.031 0.725 -1.764 0.271
H 0.612 0.108 -1.952 0.252
H -0.016 1.358 1.852 0.228
H -0.933 2.054 0.401 0.250
H 0.827 -1.697 0.087 0.447
H 0.010 -1.376 1.485 0.454
H 1.471 -0.655 1.170 0.451

---

# 2
12
Properties=species:S:1:pos:R:3:nbo_charge:R:1 method="wB97M-V/def2-TZVPD" charge=+1 e_homo_ev=-15.22 smiles="C=C(C)[NH3+]"
C -0.379 -0.271 1.361 -0.690
C 0.194 -0.110 -0.029 0.139
C 1.452 -0.141 -0.431 -0.344
N -0.839 0.363 -1.031 -0.697
H 0.388 -0.806 1.937 0.268
H -0.474 0.711 1.807 0.253
H -1.210 -0.962 1.454 0.248
H 1.679 0.455 -1.316 0.210
H 2.280 -0.621 0.065 0.260
H -1.524 0.980 -0.595 0.450
H -1.193 -0.493 -1.451 0.456
H -0.374 0.895 -1.771 0.445

---

# 3
13
Properties=species:S:1:pos:R:3:nbo_charge:R:1 method="wB97M-V/def2-TZVPD" multiplicity=2 charge=-1 e_homo_ev="1.50 / -3.01"
C -1.518 0.819 -0.147 -0.894
C -0.358 -0.065 -0.213 -0.055
C 0.944 0.451 -0.310 -0.390
N 2.077 -0.285 -0.063 -0.902
N -0.438 -1.325 0.357 -0.887
H -1.342 1.886 -0.422 0.210
H -2.329 0.335 -0.770 0.178
H -1.941 0.781 0.839 0.198
H 0.980 1.537 -0.366 0.163
H 2.167 -0.744 0.819 0.347
H 2.878 0.329 -0.105 0.332
H -1.436 -1.740 0.295 0.332
H 0.313 -1.979 0.087 0.370

---

# 4
13
Properties=species:S:1:pos:R:3:nbo_charge:R:1 method="wB97M-V/def2-TZVPD" e_homo_ev=-9.05 smiles=NC[C@@H]1CN1
C 0.680 0.632 0.731 -0.258
C -0.367 0.250 -0.252 -0.027
C -0.363 -1.070 -1.237 -0.227
H 1.503 -0.425 2.388 0.361
H -0.179 0.486 2.638 0.364
H 0.634 1.671 0.852 0.181
H 1.678 0.251 0.357 0.186
H -1.339 0.316 0.475 0.156
H 0.372 -1.704 -1.296 0.186
H -1.479 -1.440 -1.149 0.172
H -1.118 0.877 -1.947 0.376
N 0.362 -0.136 1.948 -0.841
N -0.330 0.292 -1.630 -0.629

---

# 5
13
Properties=species:S:1:pos:R:3:nbo_charge:R:1 method="wB97M-V/def2-TZVPD" e_homo_ev=-8.93 smiles=N[C@@H]1C[C@@H]1N
C 0.673 0.174 -0.383 -0.111
C -0.107 1.006 0.436 -0.405
C -0.658 0.112 -0.641 -0.122
H 1.862 -1.477 -0.651 0.321
H 2.137 -0.240 0.492 0.342
H 1.449 0.781 -0.984 0.187
H 0.012 2.104 0.268 0.210
H -0.410 0.809 1.628 0.216
H -1.083 0.777 -1.256 0.204
H -2.010 -0.550 1.106 0.376
H -1.868 -1.627 -0.453 0.373
N 1.339 -0.956 0.301 -0.741
N -1.336 -0.912 0.134 -0.849

---

# 6
13
Properties=species:S:1:pos:R:3:nbo_charge:R:1 method="wB97M-V/def2-TZVPD" e_homo_ev=-8.86 smiles="[H]/N=C/NCC"
C 1.104 -0.954 0.680 -0.623
C -0.239 -1.146 -0.002 -0.203
N -0.688 0.034 -0.747 -0.619
C -0.417 1.328 -0.372 0.273
N -0.911 2.334 -0.977 -0.712
H 1.851 -0.683 -0.057 0.217
H 1.382 -1.902 1.143 0.220
H 1.040 -0.243 1.498 0.206
H -0.212 -1.963 -0.718 0.196
H -1.000 -1.410 0.739 0.174
H -1.635 -0.018 -1.101 0.392
H 0.224 1.445 0.506 0.142
H -0.499 3.178 -0.593 0.337

---

# 7
13
Properties=species:S:1:pos:R:3:nbo_charge:R:1 method="wB97M-V/def2-TZVPD" e_homo_ev=-8.23 smiles="C=NN(C)C"
C 1.200 -0.657 0.114 -0.424
C 0.313 1.546 -0.159 -0.418
N -0.017 0.125 -0.093 -0.382
C -1.791 -1.078 -0.082 -0.084
N -1.301 -0.259 0.745 -0.231
H 0.983 -1.729 0.059 0.196
H 1.647 -0.448 1.094 0.167
H 1.953 -0.450 -0.659 0.206
H 0.724 1.908 0.792 0.165
H 1.048 1.757 -0.948 0.202
H -0.580 2.135 -0.393 0.204
H -1.465 -1.510 -1.036 0.212
H -2.716 -1.338 0.565 0.188

---

# 8
13
Properties=species:S:1:pos:R:3:nbo_charge:R:1 method="wB97M-V/def2-TZVPD" e_homo_ev=-8.59 smiles=N[C@@H]1C[C@@H]1N
C -0.712 0.527 0.329 -0.127
C 0.140 1.158 -0.393 -0.413
C 0.696 0.185 0.511 -0.103
H -1.263 -1.450 0.540 0.344
H -2.307 -0.312 -0.302 0.339
H -1.423 1.009 1.013 0.211
H 0.497 2.423 -0.500 0.214
H 0.374 0.801 -1.456 0.245
H 1.185 0.495 1.484 0.176
H 2.064 -0.581 -0.647 0.356
H 1.368 -1.679 0.415 0.355
N -1.309 -0.837 -0.263 -0.795
N 1.132 -0.867 -0.200 -0.801

---

# 9
13
Properties=species:S:1:pos:R:3:nbo_charge:R:1 method="wB97M-V/def2-TZVPD" e_homo_ev=-9.65 smiles="C=NC.C=N"
C 1.910 -5.572 2.214 -0.055
N 1.982 -6.493 3.150 -0.579
H 2.820 -5.499 1.611 0.149
H 1.201 -4.832 1.871 0.161
H 1.246 -6.293 3.802 0.323
C -1.119 3.892 -0.568 -0.443
C -1.169 3.067 -2.792 -0.068
N -0.939 2.757 -1.517 -0.393
H -1.735 4.775 -1.085 0.167
H -1.752 3.660 0.245 0.198
H -0.139 4.079 -0.117 0.220
H -0.531 2.604 -3.605 0.174
H -1.774 3.854 -3.208 0.146

---

# 10
13
Properties=species:S:1:pos:R:3:nbo_charge:R:1 method="wB97M-V/def2-TZVPD" e_homo_ev="-8.03 / -9.25"
C -0.417 -0.391 0.487 0.384
C -1.053 -1.501 -0.351 -0.688
C 1.343 1.244 -0.493 -0.417
N 0.358 -0.257 1.655 -0.470
N 0.920 0.030 0.290 -0.323
H -2.018 1.251 0.036 -0.173
H -0.576 -2.489 -0.120 0.231
H -0.795 -1.423 -1.446 0.238
H -2.124 -1.465 -0.136 0.238
H 1.032 0.938 -1.519 0.220
H 0.918 2.187 -0.341 0.195
H 2.431 1.322 -0.274 0.210
H -0.018 0.553 2.212 0.355

---

# 11
13
Properties=species:S:1:pos:R:3:nbo_charge:R:1 method="wB97M-V/def2-TZVPD" e_homo_ev=-8.74 smiles=CCC1NN1
C -0.751 -0.663 0.144 0.075
C 1.552 0.521 0.368 -0.581
C 0.640 -0.323 -0.518 -0.411
N -1.458 0.513 0.564 -0.464
N -1.894 -0.161 -0.593 -0.519
H -0.771 -1.604 0.614 0.187
H 1.011 1.331 0.904 0.223
H 2.246 0.842 -0.244 0.194
H 2.001 -0.222 1.200 0.180
H 1.188 -1.244 -0.732 0.206
H 0.469 0.314 -1.440 0.200
H -2.264 0.313 1.215 0.346
H -1.970 0.385 -1.483 0.363

---

# 12
14
Properties=species:S:1:pos:R:3:nbo_charge:R:1 method="wB97M-V/def2-TZVPD" e_homo_ev=-9.47 smiles="NCCC(N)=O"
C 0.013 -0.952 -0.308 -0.198
C 0.186 0.201 0.725 -0.532
C -0.813 1.267 0.645 0.673
N -0.488 2.191 -0.395 -0.857
O -1.913 1.408 1.185 -0.587
N 0.963 -2.112 -0.086 -0.863
H 0.082 -0.597 -1.398 0.174
H -0.939 -1.515 -0.241 0.206
H 1.217 0.617 0.575 0.224
H 0.189 -0.355 1.725 0.254
H -1.080 2.972 -0.661 0.401
H 0.259 2.020 -1.046 0.378
H 1.830 -2.148 -0.560 0.362
H 0.492 -2.997 -0.161 0.365

---

So what do the calculations give for energy above the lowest of the compared OMol25 structures with the same formula, charge and spin? Going down the list: 1.1, 8.9, 15.8, 114.7, 135.3, 31.1, 93.5, 129.0, 96.8, 187.0, 92.7, 25.2 kcal per mole.
So what do the calculations give for E_tot? Going down the list: -173.58103, -173.56858, -228.52367, -228.46585, -228.43302, -228.59911, -228.49970, -228.44305, -228.49438, -228.35069, -228.50093, -303.85205 Eh.